{"formula": "C8H75N4O28", "method": "the ωB97M-V functional and the def2-TZVPD basis", "largest_force_ev_per_a": 1.0, "total_charge": 1, "energy_ha": -2675.29791, "homo_lumo_gap_ev": 8.2, "lumo_ev": -3.69, "species": ["N", "C", "C", "C", "C", "C", "N", "C", "N", "C", "C", "N", "H", "H", "H", "H", "H", "H", "H", "H", "H", "H", "H", "H", "H", "H", "H", "H", "H", "H", "H", "O", "H", "H", "O", "H", "H", "O", "H", "H", "O", "H", "H", "O", "H", "H", "O", "H", "H", "O", "H", "H", "O", "H", "H", "O", "H", "H", "O", "H", "H", "O", "H", "H", "O", "H", "H", "O", "H", "H", "O", "H", "H", "O", "H", "H", "O", "H", "H", "O", "H", "H", "O", "H", "H", "O", "H", "H", "O", "H", "H", "O", "H", "H", "O", "H", "H", "O", "H", "H", "O", "H", "H", "O", "H", "H", "O", "H", "H", "O", "H", "H", "O", "H", "H"], "coordinates": [[0.1261, 2.5700, 4.3186], [-0.8938, 1.5004, 4.3623], [-0.3431, 0.1230, 3.9714], [-1.2847, -0.7337, 3.1422], [-1.4479, -0.3244, 1.6514], [-0.7171, 0.9512, 1.2217], [-0.5886, 0.8495, -0.2657], [0.2931, 0.0991, -0.8668], [1.6285, -0.0449, -0.5275], [1.9342, -1.3877, -1.1618], [1.2261, -1.1958, -2.4789], [-0.0874, -0.6689, -1.9585], [0.1289, 2.9829, 3.3939], [1.0551, 2.1808, 4.4361], [-1.3068, 1.4859, 5.3625], [-1.6492, 1.7708, 3.6315], [-0.1205, -0.4383, 4.8762], [0.6049, 0.2391, 3.4702], [-2.2521, -0.8139, 3.6235], [-0.8894, -1.7409, 3.1461], [-2.5017, -0.1491, 1.4652], [-1.1810, -1.1456, 0.9948], [0.2693, 1.0717, 1.6436], [-1.3319, 1.8237, 1.3858], [-1.2475, 1.3916, -0.8235], [2.1599, 0.6425, -1.0641], [2.9769, -1.6692, -1.2002], [1.3120, -2.0722, -0.5947], [1.1588, -2.0838, -3.0858], [1.6065, -0.3596, -3.0557], [-0.6249, -1.4604, -1.5965], [2.6948, 0.3479, 2.7485], [3.0775, -0.5187, 2.9257], [2.5974, 0.3851, 1.7912], [-2.1326, -3.5325, 1.8206], [-1.7600, -3.8522, 2.6522], [-2.6416, -2.7519, 2.0822], [2.3241, -2.3455, -5.1157], [2.6643, -3.2326, -4.9511], [2.2657, -2.3016, -6.0777], [-1.2864, 1.6458, -3.6509], [-1.9367, 1.2065, -4.2194], [-0.7614, 0.9242, -3.2781], [-2.5286, 0.0191, -5.9181], [-2.3430, -0.9045, -5.7188], [-2.7266, 0.0313, -6.8669], [2.7046, 4.9866, 4.7534], [1.8318, 4.5801, 4.7000], [3.1404, 4.7512, 3.9292], [-0.9255, -3.2769, 4.9985], [-0.5629, -3.6506, 5.8120], [-1.3786, -2.4825, 5.2992], [5.4355, -2.0343, -1.2910], [6.2512, -2.2562, -1.7614], [5.5930, -1.1304, -0.9992], [2.6627, 0.2384, -7.2571], [2.9116, -0.2818, -6.4853], [2.1992, 1.0109, -6.9023], [-4.2150, 2.1140, -4.2737], [-3.6009, 1.6378, -4.8457], [-3.8302, 3.0018, -4.2040], [-2.5130, 0.5677, -8.8782], [-3.1194, 0.4656, -9.6196], [-2.5893, 1.4960, -8.6303], [8.2341, -3.3877, -1.4037], [9.1908, -3.4421, -1.5019], [7.9553, -4.2982, -1.2614], [-3.4988, 4.7935, -5.1779], [-2.6764, 5.2470, -4.9645], [-4.1007, 5.4948, -5.4479], [-3.5993, -0.8599, -3.3382], [-2.7884, -0.4004, -3.0995], [-4.1833, -0.1478, -3.6310], [-4.2575, -1.6485, 2.5465], [-4.7930, -1.9591, 1.8066], [-4.6273, -0.7843, 2.7568], [7.6336, -0.7708, -3.1895], [7.9769, -1.6570, -3.0229], [7.4929, -0.7497, -4.1424], [-2.4792, 2.8075, -1.5896], [-3.4236, 2.7755, -1.4023], [-2.4040, 2.4164, -2.4763], [-3.3611, -4.4096, 6.3079], [-4.2617, -4.7529, 6.3085], [-3.0097, -4.6863, 5.4567], [-6.5963, -0.0298, -5.3287], [-6.0135, -0.7933, -5.2696], [-6.0841, 0.7110, -4.9873], [4.0346, 6.0778, 7.2890], [3.5745, 5.7745, 6.4962], [3.6102, 6.9107, 7.5224], [5.1724, 1.6354, -6.1803], [4.3511, 1.5129, -6.6751], [5.1193, 2.5272, -5.8244], [-5.3735, -5.4789, 4.5471], [-6.2733, -5.8255, 4.5861], [-5.0376, -5.7635, 3.6912], [-0.8088, -3.7717, 8.1011], [-1.0454, -3.2909, 8.8999], [-1.6626, -4.0542, 7.7388], [-6.4400, -7.5796, 6.3287], [-5.4894, -7.5955, 6.1759], [-6.6600, -8.4710, 6.6166], [5.4402, -3.0360, -4.1253], [4.9223, -2.5048, -3.5083], [5.5138, -3.8928, -3.6924], [5.1949, 8.8334, 7.8222], [5.6502, 8.0277, 8.0906], [5.1166, 8.7447, 6.8673], [0.9645, 2.1329, -5.6342], [1.0050, 2.7629, -4.9087], [0.1295, 1.6669, -5.5078], [-1.0769, 5.6757, 3.4112], [-0.6487, 4.9220, 3.8321], [-1.1232, 6.3398, 4.1063]], "forces_ev_per_angstrom": [[0.013, 0.316, -0.194], [0.801, 0.119, -0.479], [-0.361, -0.101, 0.497], [0.481, -0.037, -0.410], [-0.364, 0.517, 0.771], [0.164, -0.267, -1.000], [0.892, 0.343, 0.430], [-0.758, 0.496, -0.400], [0.103, -1.010, 0.134], [-0.346, 0.810, -0.235], [-0.535, 0.144, 0.301], [0.747, -0.371, -0.025], [0.075, -0.089, -0.142], [0.019, -0.059, 0.171], [-0.376, -0.064, 0.076], [-0.477, 0.189, 0.229], [0.132, -0.064, 0.170], [0.258, 0.013, -0.133], [-0.257, 0.163, 0.033], [0.116, -0.183, 0.018], [-0.225, -0.066, -0.199], [0.281, -0.232, 0.046], [0.134, 0.047, 0.208], [0.111, 0.337, 0.209], [-0.880, -0.377, -0.220], [0.082, 0.502, 0.596], [0.261, 0.154, 0.219], [0.502, -0.600, 0.268], [-0.389, -0.035, -0.253], [0.585, -0.208, -0.352], [-0.706, 0.337, -0.334], [0.041, 0.039, -0.125], [0.026, 0.047, 0.058], [0.061, -0.082, -0.086], [0.075, 0.056, -0.031], [0.025, 0.018, 0.006], [-0.100, -0.168, 0.092], [-0.130, -0.093, -0.094], [0.216, 0.074, -0.026], [-0.071, 0.008, 0.000], [0.098, -0.220, -0.226], [0.295, -0.122, -0.278], [-0.056, -0.116, -0.034], [0.066, 0.173, 0.086], [-0.167, -0.002, 0.121], [0.117, 0.112, -0.253], [-0.105, -0.046, -0.053], [-0.010, -0.012, 0.144], [0.082, 0.054, 0.029], [0.070, -0.077, -0.152], [0.051, 0.031, 0.091], [-0.103, -0.083, 0.078], [-0.329, 0.050, -0.018], [0.076, 0.056, 0.072], [0.151, -0.005, -0.040], [0.076, 0.096, 0.016], [0.073, 0.159, 0.085], [-0.176, -0.148, 0.112], [0.351, -0.296, 0.318], [-0.310, -0.019, -0.439], [-0.378, 0.205, -0.316], [-0.120, 0.069, 0.329], [0.000, -0.080, 0.013], [0.075, 0.049, -0.151], [-0.009, -0.004, -0.155], [0.005, 0.059, 0.035], [-0.016, 0.014, 0.035], [0.204, -0.007, 0.106], [-0.015, 0.025, -0.011], [-0.087, -0.077, 0.014], [0.073, -0.012, 0.057], [-0.054, -0.021, 0.123], [-0.033, -0.019, 0.116], [-0.157, 0.076, -0.282], [-0.054, -0.107, 0.090], [-0.004, -0.031, 0.126], [0.031, -0.117, 0.074], [0.030, 0.007, -0.003], [-0.097, 0.044, 0.011], [-0.143, -0.335, 0.272], [-0.019, 0.116, 0.149], [0.235, 0.145, 0.073], [0.191, 0.025, 0.314], [-0.014, 0.022, -0.112], [0.039, 0.117, -0.026], [0.085, -0.038, 0.047], [-0.030, -0.014, -0.025], [0.017, 0.138, -0.020], [-0.034, 0.067, -0.052], [-0.014, -0.095, -0.060], [0.051, 0.002, 0.060], [-0.143, 0.054, 0.143], [0.112, -0.157, -0.132], [0.078, 0.014, -0.045], [-0.071, -0.070, -0.134], [0.040, -0.081, 0.158], [-0.007, 0.042, -0.008], [-0.251, -0.016, -0.250], [0.115, 0.023, 0.017], [-0.088, -0.078, 0.015], [0.026, -0.030, -0.069], [-0.004, 0.053, -0.001], [-0.049, 0.026, 0.022], [-0.197, -0.178, -0.018], [0.153, 0.113, 0.046], [0.061, -0.018, -0.046], [-0.047, -0.017, -0.006], [-0.027, -0.018, -0.005], [0.049, 0.014, -0.005], [0.112, -0.179, -0.025], [-0.048, 0.048, -0.058], [-0.024, 0.128, 0.000], [0.090, -0.107, -0.033], [-0.084, -0.031, 0.187], [-0.021, 0.034, -0.037]]}